Molecular formula: C3H7NO2
Method: DFT, wB97M-V/def2-TZVPD

Positions of all 13 atoms, in Å:
H 2.52 -0.82 0.70
C -1.26 -0.43 -0.15
O 0.95 -0.37 -0.64
O -2.31 -1.13 0.13
H -0.59 1.51 -0.07
H -0.44 -2.20 -0.44
H 1.64 0.68 1.21
N -0.19 -1.10 -0.10
C 1.96 -0.27 0.22
H -1.43 1.31 -1.22
H -2.38 1.66 0.67
H 2.94 0.12 -0.19
C -1.40 1.05 -0.12

Calculated total energy ... -323.466498 Eh
HOMO level ... -0.356 hartree
Energy relative to the best compared isomer or geometry (same formula, charge and spin) ... 197.3 kcal/mol
HOMO-LUMO gap ... 10.3 eV

Molecular formula: C22H34AlBBr4CaF2N2O13
Method: DFT, wB97M-V/def2-TZVPD

Positions of all 80 atoms, in Å:
H -8.35 -2.38 1.69
H -0.53 1.64 5.17
Br -5.95 -1.48 1.21
H -1.34 -1.26 -4.20
H 5.57 -2.40 2.22
H 1.02 -2.98 -0.05
Br 1.27 -1.66 -2.81
H -0.78 -3.11 0.40
H -5.15 -1.35 -1.87
H 0.32 0.11 5.46
H -2.94 -0.76 -3.63
H -1.14 0.14 4.44
H 1.69 0.32 1.54
O -3.17 5.05 -3.36
C 1.46 -0.45 0.65
H -0.77 6.46 -3.75
Br -3.52 0.56 1.60
H -5.42 -0.38 -3.00
C -2.96 6.44 -3.57
C 7.24 -1.46 3.18
H 9.02 -0.73 4.10
H 1.84 -6.20 1.92
F -1.43 7.89 -2.50
H -3.71 7.01 -3.02
H 0.70 3.70 -2.87
C 7.29 -3.69 2.32
H 6.80 -4.52 1.82
H 2.49 -3.51 3.39
H -3.04 6.69 -4.63
C -0.24 0.69 4.72
Br -2.97 -2.59 1.72
N -6.18 5.05 -1.85
C -2.34 4.67 -2.35
O -6.44 4.71 -0.69
H -1.09 0.91 -2.21
H 10.25 -2.86 3.73
C 0.04 -1.13 0.60
H -0.62 -1.01 1.51
O -4.89 -1.14 -2.77
O 0.33 0.02 -0.21
B -0.36 -2.31 -1.73
H 3.14 -3.93 1.84
H -2.43 1.36 -3.28
C -1.57 6.65 -3.03
C 0.60 0.93 3.54
Ca -8.02 6.41 -2.56
O -5.41 6.01 -2.06
H -4.43 -1.17 3.13
C 9.23 -2.76 3.39
C -1.48 0.77 -3.24
N 1.24 1.10 2.62
F 6.57 -0.31 3.39
H 0.27 2.35 -1.77
H 9.14 -4.74 2.58
O -1.50 5.69 -1.98
O 3.71 -5.11 3.38
O -6.70 4.44 -2.82
H 1.18 -5.77 3.45
H 1.93 2.48 -2.39
C 8.60 -3.82 2.75
C -1.85 -0.75 -3.37
O -2.35 3.60 -1.86
C 1.46 -5.33 2.48
H -0.59 -3.41 -2.20
O 1.54 1.36 -4.52
C 6.60 -2.51 2.54
C 2.88 -4.37 2.82
Al 3.67 0.43 1.46
C -4.25 -1.17 2.06
O -0.64 1.30 -4.29
C 8.55 -1.57 3.60
C 0.87 2.62 -2.67
O -9.21 -2.77 1.88
H 2.25 -0.95 0.03
H -1.95 -0.68 -1.19
C -1.72 -1.44 -1.97
C 0.60 1.70 -3.88
H -2.56 -2.18 -1.93
O 0.64 -4.59 1.92
C 0.00 -2.57 -0.17

Calculated total energy ... -13386.299127 Eh
HOMO level ... -0.208 hartree
HOMO-LUMO gap ... 1.4 eV

Molecular formula: C10H19N3S
Method: DFT, wB97M-V/def2-TZVPD

Positions of all 33 atoms, in Å:
C 1.43 1.00 -2.45
H -1.55 0.17 3.49
C 2.44 1.81 -1.83
H -3.70 -1.03 3.55
C -0.34 -2.07 0.61
H 0.65 2.14 -4.07
H 0.11 -2.80 1.29
H -3.99 -0.65 1.85
H -2.29 -1.21 0.18
C 1.10 1.16 -3.88
C -3.53 -1.36 2.53
H 3.88 2.00 -3.40
H 0.38 0.41 -4.19
H -0.16 -2.41 -0.41
S 0.46 -0.14 -1.66
H -1.84 0.57 1.78
H 4.04 3.26 -2.17
N 0.32 -0.80 0.84
H -4.01 -2.33 2.41
H 2.69 3.35 -3.30
H 0.59 -0.94 2.89
C 3.33 2.67 -2.74
H -1.68 -2.14 2.90
C 0.11 -0.28 2.17
C -1.84 -1.94 0.87
H -2.33 -2.91 0.72
N 0.58 0.10 -0.10
H 3.26 2.22 0.31
N -2.09 -1.46 2.25
H 0.56 0.71 2.23
C -1.40 -0.16 2.46
C 2.83 1.95 -0.61
H 1.98 1.09 -4.52

Calculated total energy ... -954.092733 Eh
HOMO level (alpha / beta) ... -0.514 / -0.515 hartree
Charge ... +2
Energy relative to the best compared isomer or geometry (same formula, charge and spin) ... 116.0 kcal/mol
HOMO-LUMO gap (alpha / beta) ... 5.9 / 6.0 eV

Molecular formula: C6H13N2OS
Method: DFT, wB97M-V/def2-TZVPD

Positions of all 23 atoms, in Å:
C -0.14 -0.52 0.25
H -4.09 1.98 -1.20
H -3.90 3.48 -0.28
H 1.48 -2.07 1.40
H 0.08 -0.01 1.19
H -2.18 -0.40 -0.57
H 2.67 0.79 0.11
C -2.13 2.44 -0.65
C -3.56 2.46 -0.38
C -1.61 -0.90 0.21
H 1.84 -0.90 -1.70
H 4.33 0.45 0.57
H -3.77 1.92 0.54
C 2.31 -1.56 -0.97
H 0.15 0.11 -0.58
S 0.92 -2.01 0.18
C 3.34 0.02 0.48
H -1.56 -2.08 1.70
H 2.54 -2.50 -1.47
N -2.20 -1.68 1.00
O 3.45 -1.07 -0.43
N -1.00 2.38 -0.85
H 3.04 -0.33 1.47

Calculated total energy ... -819.011561 Eh
HOMO level ... -0.526 hartree
Charge ... +1
Energy relative to the best compared isomer or geometry (same formula, charge and spin) ... 69.5 kcal/mol
HOMO-LUMO gap ... 10.6 eV

Molecular formula: FH3N2OS
Method: DFT, wB97M-V/def2-TZVPD

Positions of all 8 atoms, in Å:
O -1.11 -1.78 0.03
H -1.59 -1.57 0.81
N -0.53 -0.50 -0.43
S 1.14 0.30 0.20
H -0.59 -0.68 -1.38
N 0.91 1.53 -0.59
F 0.41 0.30 1.76
H 1.36 2.40 -0.40

Calculated total energy ... -684.348140 Eh
HOMO level (alpha / beta) ... -0.242 / -0.361 hartree
Multiplicity ... 3
Energy relative to the best compared isomer or geometry (same formula, charge and spin) ... 48.6 kcal/mol
HOMO-LUMO gap (alpha / beta) ... 7.3 / 7.1 eV

Molecular formula: C18H62F3O18V
Method: DFT, wB97M-V/def2-TZVPD

Positions of all 102 atoms, in Å:
V 1.95 2.98 1.00
C 6.02 1.16 -0.52
O 0.92 2.95 2.22
H -4.48 0.69 -2.45
H 0.89 -0.15 -5.72
C -5.19 -0.50 3.69
H -0.31 3.89 -1.86
H -4.79 3.08 1.38
C 0.89 -0.32 -4.65
H -3.30 -3.74 3.57
O 0.32 -5.60 0.07
H -5.18 1.42 1.28
C 3.65 2.61 -4.34
O -3.88 0.03 3.43
H 1.24 1.32 -2.08
H -3.73 0.49 -4.02
H 4.21 -6.45 -2.28
F 3.21 -0.49 -0.18
H 5.86 0.18 -0.98
H 1.32 -1.29 -4.45
C -5.08 -1.19 -0.27
H -1.43 2.23 4.08
H -5.37 -0.63 4.76
H 2.67 3.18 -2.75
H -1.38 1.67 1.02
O 3.07 4.03 1.46
C -1.08 0.62 1.05
H 3.41 2.21 3.78
O -2.09 -2.11 3.92
O 2.87 3.57 -3.62
H -3.23 -0.68 3.63
H 4.34 2.09 -3.68
C 1.87 1.22 -1.16
H -1.63 -4.08 3.26
O 2.32 -6.93 -1.66
C -0.56 4.24 -0.85
O 2.61 2.29 -0.99
F 3.57 0.09 -2.31
C 2.60 -0.07 -1.36
H 4.80 2.35 2.65
H -5.91 0.23 3.31
C 4.01 1.71 3.02
C 3.24 -2.70 1.71
H 3.01 1.86 -4.83
H -1.14 -1.96 3.86
H -1.75 3.10 2.56
H -5.55 -1.57 0.63
H 1.06 5.29 -0.31
H 4.24 3.16 -5.07
F 1.75 -1.05 -1.75
H -1.80 3.97 4.03
H 1.48 0.43 -4.12
H -5.32 -1.44 3.15
C 3.26 -5.95 -2.09
H 2.88 -5.44 -2.97
O 3.17 1.33 1.96
O -2.68 -0.33 -2.40
H -4.60 -0.24 -0.04
H 2.27 -2.60 1.26
H -1.01 0.24 -4.68
O 3.57 -1.51 2.43
C -0.86 -4.82 -0.29
C -2.05 3.00 3.61
H -5.00 3.15 -0.97
C -3.52 0.70 -2.96
O -0.46 -0.32 -4.12
H -5.85 -0.99 -1.02
O -4.08 -2.09 -0.74
H -0.96 -3.99 0.42
O 5.63 2.21 -1.39
H 4.73 2.45 -1.17
H -1.72 -5.49 -0.29
H -0.78 0.51 -1.04
O 0.63 4.46 -0.07
C -2.39 -3.29 3.17
O -3.45 2.77 3.70
H 4.44 0.83 3.50
H -0.57 0.49 2.00
H 4.00 -2.91 0.95
H -3.06 1.69 -2.85
H -1.84 -0.31 -2.90
H -3.64 2.02 0.57
H 4.47 -1.59 2.74
H -0.72 -4.44 -1.30
H -1.18 3.51 -0.35
O 0.94 1.22 -0.08
C -4.70 2.21 0.72
H -1.97 -0.01 1.03
H -1.09 5.19 -0.98
H -3.65 1.81 3.54
H 1.61 -6.47 -1.18
H -3.58 -1.58 -1.41
H 3.45 -5.24 -1.29
H 3.11 0.37 1.83
H 5.47 1.20 0.42
H 0.15 -0.69 -0.14
C -0.18 0.35 -0.13
H 3.25 -3.58 2.37
O -5.42 2.42 -0.51
H 0.24 -5.82 1.00
H 7.07 1.28 -0.25
H -2.57 -3.10 2.11

Calculated total energy ... -3320.770484 Eh
HOMO level ... -0.348 hartree
Energy relative to the best compared isomer or geometry (same formula, charge and spin) ... 0.0 kcal/mol
HOMO-LUMO gap ... 9.2 eV

What is the calculated total energy in the fourth record? -819.011561 Eh